# C25H27AsN4O3PtS

A molecular structure, C25H27AsN4O3PtS at a distorted geometry (ωB97M-V/def2-TZVPD, the Open Molecules 2025 dataset).

XYZ file:
```
62
Properties=species:S:1:pos:R:3:forces:R:3
Pt 13.058423 11.337742 9.918498 0.5 -0.3 -0.1
C 8.472667 11.606329 7.114164 0.1 0.6 0.3
O 9.114594 12.693835 7.792760 -1.4 0.0 0.4
C 10.223030 13.246192 7.245069 1.2 0.3 -0.4
C 10.210897 13.983254 6.086446 -0.4 -0.9 0.5
C 11.356732 14.545065 5.534585 0.9 -0.4 2.2
C 12.534744 14.380973 6.257335 0.4 0.5 -0.8
C 12.626093 13.629978 7.440287 -0.3 -0.5 0.3
C 13.959125 13.466854 7.977089 0.0 -0.3 0.9
N 14.367352 12.707483 8.955040 -1.0 0.2 -1.2
N 15.716231 12.711884 9.226804 -0.1 0.4 0.4
C 16.019309 11.931233 10.228303 0.0 -1.1 -0.5
O 15.210763 11.095645 10.828257 0.7 0.7 0.0
C 17.499729 11.846329 10.518175 -0.1 0.6 0.5
C 18.412956 11.942059 9.456181 0.6 -0.8 2.4
C 19.778688 11.807800 9.740298 -2.3 0.6 0.7
C 20.180690 11.684803 11.063677 2.2 0.4 -0.3
C 19.317764 11.640428 12.136534 -1.0 0.1 -0.1
C 17.948725 11.768161 11.850725 -1.2 -0.7 0.7
C 11.447026 13.044328 7.974326 -0.8 0.5 -1.2
O 11.332092 12.306209 8.999756 0.4 -0.7 1.4
H 8.655511 11.738727 6.066743 0.4 -0.4 -0.8
H 7.359547 11.678088 7.164349 0.9 -0.1 0.7
H 8.924285 10.681864 7.516369 -0.7 0.1 -0.4
H 9.266163 14.043012 5.597134 -0.6 0.3 -0.5
H 11.236822 15.234297 4.760160 0.3 0.7 -1.4
H 13.499295 14.816427 5.939507 -0.8 0.0 -0.2
H 14.680734 14.101363 7.494743 0.7 0.1 -0.1
H 18.044460 12.089788 8.491939 -0.4 0.2 -1.4
H 20.415948 11.954020 8.920688 1.3 -0.1 -0.7
H 21.274730 11.767463 11.251509 -0.8 -0.5 0.0
H 19.715671 11.511171 13.150727 -0.4 0.2 -0.4
H 17.130793 11.747287 12.649900 1.4 0.0 -1.1
C 10.844546 8.593470 10.453725 -1.5 -0.4 0.2
As 11.433154 10.179122 11.344752 0.8 0.8 -1.3
C 9.846495 11.230456 11.777177 -0.6 -2.3 -1.0
C 12.086035 9.279633 12.888800 -0.3 -1.2 0.5
H 10.357817 8.015312 11.266844 0.5 -0.3 -0.8
H 11.666939 8.114688 9.943470 0.4 -0.3 0.4
H 10.095167 8.734912 9.672291 0.0 0.4 0.1
H 9.030725 10.901666 11.090861 0.5 0.1 0.7
H 10.045150 12.216136 11.535115 0.5 2.0 -0.4
H 9.574360 11.122107 12.798228 -0.3 -0.1 0.8
H 11.280636 8.564024 13.204464 0.7 0.8 0.2
H 12.425918 9.959774 13.661438 -0.2 0.0 0.2
H 12.942062 8.655922 12.576648 -0.3 0.4 0.0
N 15.571865 8.839246 9.218175 -0.3 1.0 0.7
C 14.636306 8.894186 8.264493 -1.3 -0.2 0.3
N 13.510351 9.578320 8.300424 0.4 0.4 0.9
C 12.658959 9.276709 7.245422 1.4 -0.5 -1.2
C 11.467579 9.895976 6.909571 1.2 -0.8 0.2
C 10.900946 9.520895 5.711317 -1.3 1.3 0.0
C 11.414789 8.594570 4.863242 1.3 -1.7 0.1
C 12.575731 7.890901 5.223966 0.6 -0.7 -1.8
C 13.242748 8.312396 6.329231 -1.0 0.8 1.8
S 14.748174 7.744236 6.937183 0.4 0.2 0.2
H 15.599251 9.547963 10.001221 -0.2 -0.5 -0.9
H 16.414545 8.421207 8.910852 0.9 -0.3 0.2
H 11.081935 10.671702 7.528591 -0.3 0.3 0.4
H 10.016269 10.069096 5.423510 -0.2 -0.1 -0.2
H 10.967829 8.320426 3.941845 -0.6 0.0 -0.6
H 13.062669 7.085551 4.571293 -1.0 1.3 0.8
```
Positions in Å, forces in eV/Å.

Results
Max |F| = 2.581 eV/A
HOMO energy (spin up / spin down) = -6.8 / -7.2 eV
Energy above the lowest of the compared OMol25 structures with the same formula, charge and spin = 43.0 kJ/mol
Spin multiplicity = 3
Kohn-Sham gap (spin up / spin down) = 7.19 / 6.25 eV
E_tot = -4166.78933 Eh